Record 1
Entry from OMol25: one molecule with the formula C3H3N3O (the ωB97M-V functional and the def2-TZVPD basis).

Computed properties:
HOMO-LUMO gap (eV): 8.9
HOMO (eV): -9.61
SMILES: O=c1nccn[nH]1
Charge: 0

Structure (XYZ):
```
10
C3H3N3O (the ωB97M-V functional and the def2-TZVPD basis)
O -0.33395 2.56162 -0.32268
C -0.06491 1.42798 -0.06774
N 0.78390 0.89002 0.87724
C 0.90116 -0.41354 0.87906
C 0.07327 -1.30352 0.15001
N -0.84622 -0.89120 -0.68588
N -0.75433 0.36141 -1.03385
H 1.65564 -0.85325 1.53686
H 0.13274 -2.36881 0.29856
H -1.54679 0.60828 -1.64345
```


Record 2
Entry from OMol25: a 2-piece molecular cluster, C3N6O overall (the ωB97M-V functional and the def2-TZVPD basis).

Computed properties:
HOMO-LUMO gap (eV): 8.3
HOMO (eV): -10.07
Charge: 0

Structure (XYZ):
```
10
C3N6O (the ωB97M-V functional and the def2-TZVPD basis)
C 0.22166 1.20667 1.39766
C 0.36802 -1.01506 0.52724
C -0.78264 -0.53120 -0.20428
N -0.78488 1.97520 1.39376
N 0.77066 0.11694 1.26294
N -1.91006 1.03842 1.19245
N 1.34807 -0.83994 -3.64903
N 1.52328 -0.03577 -2.90152
N -1.62456 0.16342 0.35568
O 0.87046 -2.07867 0.62510
```


Record 3
Entry from OMol25: a 2-piece molecular cluster, CH3BrClN overall (the ωB97M-V functional and the def2-TZVPD basis).

Computed properties:
HOMO-LUMO gap (eV): 10.9
HOMO (eV): -10.10
SMILES: [H]/N=C\Br.Cl
Charge: 0

Structure (XYZ):
```
7
CH3BrClN (the ωB97M-V functional and the def2-TZVPD basis)
H 0.42402 -0.72599 1.24436
N 0.54315 -0.82511 0.32394
C -0.27308 -0.81908 -0.60105
Br -2.18392 -0.89195 -0.48125
H 0.15767 -0.92549 -1.61174
Cl 0.78049 2.16424 -0.05762
H 0.55167 2.02339 1.18335
```